{"formula": "C9H23BCl2NO4S", "method": "the ωB97M-V functional and the def2-TZVPD basis", "symbols": ["O", "S", "O", "Cl", "C", "C", "C", "C", "B", "O", "Cl", "H", "H", "H", "H", "H", "H", "H", "H", "H", "C", "N", "C", "C", "C", "C", "O", "H", "H", "H", "H", "H", "H", "H", "H", "H", "H", "H", "H", "H", "H"], "xyz": [[5.28409, -3.11327, -0.38447], [6.47961, -2.36427, -1.01981], [7.59946, -2.29889, 0.08668], [7.36029, -3.40664, -2.64327], [6.09261, -0.64686, -1.66234], [4.62012, -0.06088, -1.23692], [3.38820, -0.85035, -2.01359], [1.90787, -0.20168, -1.64640], [0.79853, -1.39950, -1.99280], [-0.44392, -1.61880, -1.20758], [1.07872, -2.57432, -3.43572], [6.12528, -0.67163, -2.84269], [6.95771, 0.08120, -1.32915], [4.44551, 0.03144, -0.07379], [4.57884, 1.05792, -1.64870], [3.55744, -0.63591, -3.17058], [3.39226, -2.02408, -1.81482], [1.78954, 0.01430, -0.47916], [1.72880, 0.78572, -2.26408], [-0.21866, -1.92264, -0.25945], [-2.34183, 0.87763, 0.59193], [-3.66050, 0.48298, 1.25824], [-3.63403, -1.02445, 1.50250], [-4.81383, 0.80859, 0.32541], [-3.82548, 1.18398, 2.63238], [-3.91414, 2.71945, 2.57183], [-2.73861, 3.28226, 2.00306], [-2.14535, 0.17168, -0.22279], [-2.43398, 1.87876, 0.16702], [-1.54291, 0.82286, 1.33744], [-3.52308, -1.53294, 0.53955], [-4.57642, -1.31533, 1.97759], [-2.78642, -1.25426, 2.15496], [-4.79531, 1.87572, 0.09132], [-5.74917, 0.53910, 0.82457], [-4.68952, 0.22845, -0.59431], [-2.95928, 0.88106, 3.23449], [-4.73466, 0.77948, 3.08725], [-4.01634, 3.11182, 3.58873], [-4.78103, 3.05010, 1.99390], [-2.86044, 4.25222, 1.97361]], "forces_ev_per_a": [[3.125, 2.682, -3.562], [1.137, -2.277, 7.492], [-3.631, 0.497, -4.887], [-0.928, 0.829, 0.850], [-0.527, 1.768, -1.402], [-0.642, 0.352, -0.353], [0.399, 0.624, -0.192], [0.186, -0.975, 0.313], [-0.990, -0.062, 0.296], [3.002, -0.445, 0.544], [-0.535, 1.534, 1.734], [-0.027, -0.288, 2.408], [-1.626, -1.896, -0.339], [0.530, -0.543, -2.363], [0.346, -2.373, 0.860], [-0.370, -0.777, 2.411], [0.181, 2.706, -0.358], [0.428, -0.234, -2.466], [0.279, -1.961, 1.317], [-0.368, 0.873, -2.241], [-0.381, -0.293, -0.217], [0.140, -0.006, 0.111], [-0.114, 0.605, -0.040], [0.374, -0.081, 0.356], [0.327, 0.338, -0.585], [0.151, 0.041, -0.175], [-0.144, 0.410, -0.061], [-0.078, -0.003, 0.250], [0.060, -0.194, 0.391], [-0.232, 0.123, -0.183], [-0.005, 0.174, 0.212], [0.239, 0.061, -0.086], [-0.201, 0.067, -0.133], [0.019, -0.241, 0.082], [0.180, 0.047, -0.124], [0.004, 0.107, 0.243], [-0.192, 0.036, -0.225], [0.125, 0.075, -0.125], [-0.262, -0.411, 0.072], [-0.182, -0.187, 0.117], [0.204, -0.705, 0.057]], "lumo_ev": -2.73, "charge": 1, "energy_ev": -55934.287, "max_force_ev_per_a": 7.91}